# 1
{"formula": "C3H8NO2", "method": "wB97M-V/def2-TZVPD", "total_energy_ha": -324.30972, "e_above_lowest_kj_mol": 277.4, "smiles": "N[C@H](C[O-])CO", "total_charge": -1, "homo_ev": -2.431, "elements": ["N", "C", "C", "O", "C", "O", "H", "H", "H", "H", "H", "H", "H", "H"], "positions_angstrom": [[0.444413, 0.230414, -1.522507], [-0.267141, 0.320448, -0.152485], [-0.478650, -1.042489, 0.429822], [-1.053312, -2.080857, -0.424808], [0.585829, 1.179959, 0.775436], [0.022240, 1.573154, 1.923904], [0.940102, -0.649626, -1.469528], [1.072891, 1.021763, -1.505005], [-1.201397, 0.803025, -0.474572], [-1.145627, -0.930367, 1.287603], [0.492338, -1.449980, 0.726024], [-1.893143, -1.666126, -0.660599], [0.919630, 2.105176, 0.207681], [1.561825, 0.585512, 0.859037]], "atomic_forces_ev_per_a": [[-1.1, -0.6, 1.3], [0.3, 0.3, -3.0], [-0.1, -0.7, 0.3], [-0.2, 1.1, 0.1], [0.2, 1.2, 1.1], [0.0, -0.6, 0.1], [0.6, 0.1, -0.4], [0.5, -0.2, -0.1], [-0.2, 0.0, 0.9], [0.4, 0.0, 0.3], [-0.1, 0.1, 0.2], [0.0, -0.4, -0.4], [-0.1, -0.4, -0.5], [-0.3, 0.0, 0.1]]}


# 2
{"formula": "C4H11N5", "method": "wB97M-V/def2-TZVPD", "total_energy_ha": -432.59898, "e_above_lowest_kj_mol": 475.9, "homo_ev": -5.812, "elements": ["C", "C", "C", "C", "N", "N", "N", "N", "N", "H", "H", "H", "H", "H", "H", "H", "H", "H", "H", "H"], "positions_angstrom": [[1.252437, -0.408167, 0.528473], [1.388365, 0.574151, 1.660986], [-0.843425, 0.139533, -1.153567], [0.289161, 0.487622, -1.789929], [-1.826156, -0.263414, 0.958295], [-2.007283, -0.109956, -1.880302], [1.350523, -1.746619, 0.907665], [-0.656456, -0.230162, 0.154425], [1.148988, 1.092360, -2.410257], [1.931736, -0.185061, -0.288499], [-2.441340, 0.529319, 0.766472], [-1.582042, -0.211710, 1.941642], [-2.214561, 0.574453, -2.596466], [-2.821530, -0.287300, -1.309107], [1.405001, -2.359840, 0.103321], [0.537169, -2.011428, 1.456702], [0.797165, 1.925478, -2.898874], [2.392831, 0.514849, 2.098953], [0.657177, 0.381676, 2.450212], [1.242239, 1.594216, 1.299855]], "atomic_forces_ev_per_a": [[-0.9, 0.1, 1.5], [0.0, 0.2, 0.0], [1.1, 0.0, -0.2], [-1.4, -0.7, 1.1], [-0.3, 0.4, 0.2], [-0.9, -0.3, 0.1], [-0.5, 0.3, -0.5], [1.1, -1.0, -1.1], [1.3, 0.5, -1.9], [-0.6, 0.1, -0.4], [0.2, 0.4, 0.2], [0.1, 0.0, 0.0], [0.1, 0.0, 0.3], [0.1, -0.3, -0.1], [0.0, 0.0, 0.0], [0.3, -0.1, 0.1], [0.3, 0.5, 0.6], [-0.2, -0.1, -0.1], [0.1, 0.0, 0.0], [0.0, -0.1, 0.0]]}


# 3
{"formula": "C8H27F2N9O5Sr", "method": "wB97M-V/def2-TZVPD", "total_energy_ha": -1420.75256, "e_above_lowest_kj_mol": 62.2, "homo_ev": -7.947, "elements": ["Sr", "F", "F", "C", "C", "C", "O", "C", "N", "H", "H", "H", "H", "H", "H", "H", "H", "H", "H", "H", "C", "O", "N", "N", "H", "H", "H", "H", "C", "O", "N", "N", "H", "H", "H", "H", "C", "O", "N", "N", "H", "H", "H", "H", "C", "O", "N", "N", "H", "H", "H", "H"], "positions_angstrom": [[-0.023479, -0.736377, -0.533523], [-1.619964, 0.064192, 1.301852], [1.824992, -1.148039, -2.122978], [2.768915, -0.082973, 3.171748], [1.527797, 0.382641, 2.356085], [0.914979, 1.741747, 2.802689], [1.546116, 2.803586, 2.139095], [0.906346, 3.996188, 2.535140], [1.829077, 0.414120, 0.919134], [2.413226, -0.387017, 4.164603], [3.675487, 0.520664, 3.208631], [3.070760, -1.091501, 2.865347], [0.891493, -0.487202, 2.548250], [0.951466, 1.754030, 3.897152], [-0.135743, 1.682619, 2.502917], [1.181154, 4.918929, 2.011066], [1.271148, 4.349782, 3.510459], [-0.182752, 4.015273, 2.567577], [1.879186, 1.405645, 0.697690], [2.719256, -0.038904, 0.770643], [-1.959461, -3.419386, -2.162938], [-1.109868, -2.758678, -1.572695], [-2.801404, -2.886849, -3.087887], [-2.204799, -4.715163, -1.864978], [-3.529253, -3.343128, -3.605923], [-2.725999, -1.924938, -3.370710], [-1.725230, -5.101861, -1.074594], [-3.054980, -5.095002, -2.234983], [1.886036, -3.336201, 1.144240], [0.946118, -2.652453, 0.746816], [3.189267, -2.987596, 0.932208], [1.720016, -4.650623, 1.528878], [3.922498, -3.413094, 1.465647], [3.347189, -2.119475, 0.445300], [2.603452, -5.103901, 1.640907], [0.891068, -5.108030, 1.201785], [-0.915414, 2.888674, -0.204064], [-0.026034, 2.099345, -0.527644], [-1.912862, 2.495349, 0.634166], [-0.971197, 4.183167, -0.628037], [-2.739299, 3.064086, 0.606732], [-1.901143, 1.498526, 0.943313], [-1.779191, 4.719249, -0.374424], [-0.357691, 4.525730, -1.343634], [-1.898677, 0.767493, -3.445811], [-1.315438, 0.023030, -2.667383], [-2.285679, 0.397496, -4.679425], [-1.898341, 2.145832, -3.272081], [-2.548670, 1.062325, -5.380840], [-1.957300, -0.491214, -5.020194], [-1.700761, 2.466065, -2.337815], [-2.596390, 2.693815, -3.747522]], "atomic_forces_ev_per_a": [[0.4, 0.5, -0.7], [0.3, -0.2, -0.5], [-0.6, 0.2, 0.9], [-0.5, -0.8, 0.5], [1.6, -0.5, 0.5], [-0.6, -2.5, -0.4], [-0.4, 0.9, 0.4], [0.7, 1.9, 0.9], [-0.2, 0.4, 0.6], [0.2, 0.8, 0.3], [-0.3, 0.4, 0.0], [0.1, 0.2, -0.8], [-0.9, 0.7, 0.0], [0.2, 0.5, 0.0], [-0.1, 0.2, 0.1], [0.3, -0.8, -1.2], [-0.2, -0.8, 0.5], [-0.1, -0.7, -0.2], [0.3, -0.2, -0.6], [0.1, 0.3, -0.3], [0.0, 0.9, 0.8], [-0.4, -0.6, -0.5], [-0.4, 0.8, -1.0], [0.0, -0.2, -0.5], [0.2, -0.7, 0.3], [0.6, 0.1, 0.6], [-0.2, -0.1, 0.0], [0.1, -0.5, 0.3], [-0.5, -0.7, -2.2], [0.4, -0.3, 1.0], [-0.3, 0.4, 0.5], [0.4, 1.3, 0.8], [0.2, 0.1, -0.1], [0.0, 0.0, 0.1], [-0.3, -1.0, -0.1], [0.1, -0.2, 0.1], [-0.2, -1.5, 0.9], [0.2, 0.5, -0.5], [0.2, 1.3, -0.8], [-0.2, 0.4, -0.2], [-0.2, -0.2, 0.4], [-0.1, -0.7, 0.2], [0.1, 0.3, -0.1], [0.1, -0.1, 0.0], [2.5, 1.6, 0.3], [-1.2, -0.1, -0.2], [-0.9, -1.1, -0.8], [-0.7, -0.3, 0.4], [0.1, 0.2, 0.1], [0.0, 0.0, 0.1], [0.1, -0.2, 0.0], [0.0, 0.0, -0.1]]}


# 4
{"formula": "C20H20I3N5O3Pd", "method": "wB97M-V/def2-TZVPD", "total_energy_ha": -2294.64087, "e_above_lowest_kj_mol": 11.8, "spin_multiplicity": 3, "total_charge": -2, "homo_ev": [-2.118, -2.105], "elements": ["Pd", "I", "C", "C", "C", "I", "C", "C", "C", "C", "N", "C", "C", "O", "H", "H", "H", "H", "I", "C", "C", "N", "N", "C", "H", "H", "H", "O", "C", "C", "C", "C", "O", "N", "H", "H", "H", "H", "C", "C", "C", "C", "N", "H", "H", "H", "H", "H", "H", "H", "H", "H"], "positions_angstrom": [[0.466599, -0.229086, -0.424624], [1.453311, 4.484516, 2.581162], [-0.146216, 3.231421, 3.071259], [-0.949056, 3.620490, 4.143578], [-2.021949, 2.862635, 4.535441], [-3.163120, 3.541028, 6.164805], [-2.337923, 1.658580, 3.851674], [-3.422073, 0.814282, 4.174018], [-3.643833, -0.321334, 3.448310], [-2.773468, -0.624451, 2.387547], [-1.759409, 0.131959, 2.065929], [-1.517784, 1.258219, 2.758076], [-0.345004, 2.048552, 2.300052], [0.371988, 1.697331, 1.346739], [-0.716805, 4.537176, 4.669188], [-4.071850, 1.079486, 4.998468], [-4.473591, -0.978920, 3.678690], [-2.924286, -1.519430, 1.789438], [0.743821, -5.076412, -5.016861], [1.248054, -3.556427, -3.702340], [2.510701, -3.015112, -3.472308], [2.415277, -2.057495, -2.543298], [1.116991, -1.960383, -2.164328], [0.399346, -2.847183, -2.859575], [3.457540, -3.274692, -3.923401], [2.680336, -0.417264, -1.412555], [-0.668617, -2.940881, -2.741428], [-3.191737, -0.561005, -2.171052], [-2.655904, -1.397633, -1.461986], [-3.243800, -2.805797, -1.275117], [-2.294662, -3.479954, -0.292122], [-1.248009, -2.398512, -0.041219], [-0.293712, -2.537985, 0.709354], [-1.504865, -1.261041, -0.747409], [-3.277710, -3.287385, -2.253981], [-4.271294, -2.712957, -0.921460], [-1.794038, -4.365679, -0.684120], [-2.756242, -3.754057, 0.657928], [4.504633, 1.313529, -1.343161], [2.993180, 1.571823, -1.369268], [2.547412, 1.820397, -2.817389], [2.648732, 2.765122, -0.492769], [2.305855, 0.385940, -0.894079], [5.053531, 2.200878, -1.674821], [4.757897, 0.476821, -2.000772], [4.823198, 1.064187, -0.328055], [3.134846, 2.631280, -3.261737], [1.491959, 2.096572, -2.836473], [2.670647, 0.912030, -3.411173], [3.160044, 3.666249, -0.849122], [2.938232, 2.570713, 0.540589], [1.572824, 2.939860, -0.484245]], "atomic_forces_ev_per_a": [[0.2, 0.1, -0.4], [0.0, 0.0, 0.0], [-0.1, 0.1, 0.1], [0.0, -0.1, -0.2], [-0.1, -0.1, 0.0], [0.0, 0.0, 0.0], [0.0, 0.1, 0.0], [0.0, 0.1, 0.0], [0.0, -0.1, -0.1], [-0.1, -0.1, 0.0], [0.1, 0.1, -0.1], [0.0, 0.0, 0.0], [-0.1, 0.1, 0.2], [-0.1, 0.0, -0.1], [0.0, 0.0, 0.0], [0.0, 0.0, 0.0], [0.0, 0.0, 0.0], [0.0, 0.0, 0.0], [0.0, 0.0, 0.0], [0.1, 0.0, 0.0], [0.0, 0.1, 0.1], [-0.1, -0.1, 0.0], [0.2, 0.1, -0.1], [0.0, 0.0, 0.1], [0.0, 0.0, 0.0], [0.1, 0.0, 0.1], [0.0, 0.0, 0.0], [0.0, 0.0, 0.0], [0.1, 0.2, 0.0], [0.0, -0.1, 0.0], [-0.1, 0.1, -0.1], [0.0, 0.1, 0.0], [-0.1, -0.2, 0.1], [0.1, -0.2, 0.3], [0.0, 0.0, 0.0], [0.0, 0.0, 0.0], [0.0, 0.0, 0.0], [0.0, 0.0, 0.0], [0.0, 0.0, 0.0], [-0.1, 0.0, 0.1], [0.0, 0.1, 0.0], [0.0, 0.0, 0.0], [-0.2, -0.2, -0.2], [0.0, 0.0, 0.0], [0.0, 0.0, 0.0], [0.0, 0.0, 0.0], [0.0, 0.0, 0.0], [0.0, 0.0, 0.0], [0.0, 0.0, 0.0], [0.0, 0.0, 0.0], [0.0, 0.0, 0.0], [0.0, 0.0, 0.0]]}